108
Properties=species:S:1:pos:R:3 method="wB97M-V/def2-TZVPD" s_squared=0.7602 lumo_ev="-5.35 / -10.01" multiplicity=2 gap_ev="5.4 / 0.7" total_charge=+1
C -3.7321 -7.3133 1.6116
C -3.3262 -5.9682 2.2852
N -1.9183 -6.0539 2.7001
C -1.2836 -6.9961 3.4876
C 0.0208 -6.6174 3.7817
N 0.2460 -5.4611 3.0503
C -0.9019 -5.1504 2.4099
C 1.3872 -4.6425 3.1192
H -3.3581 -8.1174 2.2453
H -3.4932 -7.3607 0.5492
H -4.8088 -7.4504 1.5121
H -3.8219 -5.9316 3.2553
H -3.5533 -5.1479 1.6043
H -1.9278 -7.7940 3.8262
H 0.8396 -6.9830 4.3837
H -0.9867 -4.1923 1.9187
H 2.2088 -5.3077 3.3848
H 1.2313 -3.8310 3.8300
H 1.5915 -4.2264 2.1327
C 2.6617 -1.1499 -3.4564
C 3.4506 -1.5059 -4.7362
O 2.9130 -1.7332 -5.8475
N 4.9328 -1.2740 -4.7324
H 5.0769 -0.3328 -4.3954
H 5.3037 -1.9043 -4.0358
C 5.5711 -1.5619 -6.0931
H 1.5993 -1.2363 -3.6845
H 2.7297 -0.0783 -3.2689
H 2.9565 -1.7868 -2.6225
H 6.6575 -1.5252 -6.0127
H 5.2369 -0.9036 -6.8951
H 5.3247 -2.6049 -6.2914
C 0.3675 0.8192 -1.2932
C 1.1544 0.8970 0.0157
O 1.8125 1.8475 0.3788
N 1.2483 -0.4512 0.8023
H 0.5410 -0.5022 1.5214
H 0.9450 -1.2250 0.2284
C 2.6526 -0.6995 1.3714
H 0.6216 -0.1580 -1.7039
H 0.7076 1.5400 -2.0369
H -0.7018 0.7817 -1.0856
H 2.7568 -1.6873 1.8204
H 2.9285 0.1081 2.0494
H 3.2340 -0.7366 0.4501
C -1.8189 2.2863 1.6047
C -2.4144 3.5751 1.0100
C -2.8450 4.7010 2.0969
N -3.3229 6.0323 1.4414
C -4.6872 5.8297 0.7433
C -2.2811 6.6693 0.5604
C -2.6208 8.1705 0.4630
C -3.4396 8.4316 1.7381
C -3.4698 7.1921 2.5430
H -0.8049 2.3454 2.0001
H -1.6924 1.5072 0.8529
H -2.5169 1.8083 2.2920
H -3.3210 3.3833 0.4361
H -1.6372 3.8625 0.3019
H -2.0236 5.0170 2.7399
H -3.6541 4.3769 2.7514
H -4.4494 5.2359 -0.1392
H -5.0896 6.7872 0.4124
H -5.3485 5.3179 1.4425
H -2.4037 6.2670 -0.4452
H -1.3040 6.4214 0.9749
H -3.1088 8.6232 -0.4001
H -1.6918 8.6991 0.6768
H -4.4378 8.7085 1.3989
H -3.1366 9.2590 2.3797
H -4.4570 7.0835 2.9921
H -2.7248 7.0922 3.3324
N 6.1072 -2.9192 -3.1028
S 6.7070 -4.2529 -3.6060
O 5.8061 -5.0841 -4.3581
O 7.9171 -4.8050 -2.9177
F 7.5533 -3.5414 -4.8379
S 5.7034 -3.5262 -1.5746
O 6.6559 -3.3975 -0.4558
O 4.8657 -4.7175 -1.6287
F 4.6878 -2.3591 -1.1948
N -0.3320 -0.5684 2.9614
S -1.5034 -1.2840 3.5018
O -2.7625 -0.5540 3.6804
O -1.3300 -2.4897 4.2609
F -1.7772 -1.9080 2.0390
S 0.0548 0.0733 4.4483
O 1.1051 -0.6720 5.1602
O -0.9000 1.0016 5.1348
F 0.9157 1.2694 3.7861
N -0.9555 5.2105 -2.5500
S -2.0383 4.0107 -3.0570
O -1.8394 3.4375 -4.3866
O -3.3674 4.1313 -2.4339
F -1.4197 2.8393 -2.1080
S -1.6190 6.2421 -3.4154
O -2.7876 6.9430 -2.9135
O -1.4834 6.1733 -4.8855
F -0.4815 7.3230 -3.1676
N 0.3991 -2.4819 -0.6439
S -1.0465 -2.8901 -1.4009
O -2.1160 -3.3963 -0.5090
O -1.0719 -3.2811 -2.8384
F -1.5359 -1.3890 -1.4408
S 1.0064 -3.8130 -0.9166
O 1.6709 -3.9473 -2.1828
O 0.4851 -4.9998 -0.1939
F 2.3325 -3.4530 0.0125

78
Properties=species:S:1:pos:R:3 method="wB97M-V/def2-TZVPD" lumo_ev=-3.21 multiplicity=1 gap_ev=7.5 total_charge=+1
C 2.0005 -1.3959 0.0036
C 2.8458 -0.0363 0.0224
C 2.2684 1.1291 -0.9120
C 0.6754 1.1825 -1.0146
C 0.3174 2.4150 -2.0219
N -1.1544 2.2103 -2.3304
C -1.8611 2.6627 -1.1097
C -3.4282 2.2560 -1.0683
C -3.7321 0.7928 -1.6299
C -3.4658 -0.4013 -0.5979
N -4.7868 -1.0822 -0.2874
C -1.2278 2.2618 0.3001
C -0.9631 3.6342 1.1338
C -2.3590 4.1962 1.7258
O -3.2461 3.4772 2.1977
I -2.7616 6.3624 1.7710
N 0.0595 1.5037 0.3069
H 2.5987 -2.3338 0.2319
H 1.5646 -1.5198 -1.0571
H 1.0760 -1.2898 0.6860
H 2.9939 0.2861 1.1021
H 3.8901 -0.2988 -0.3852
H 2.6015 2.1302 -0.4401
H 2.7861 1.0973 -1.9319
H 0.3434 0.1734 -1.4470
H 0.9615 2.3361 -2.9646
H 0.4880 3.4288 -1.5191
H -1.2162 1.1984 -2.4946
H -1.8661 3.8157 -1.1539
H -3.8575 2.2914 -0.0004
H -3.9810 3.0184 -1.7171
H -4.8573 0.7624 -1.8728
H -3.2051 0.5386 -2.6122
H -3.0394 -0.0817 0.4107
H -2.8017 -1.2311 -1.0232
H -4.5504 -1.9470 0.2373
H -5.2384 -0.4846 0.4324
H -1.9810 1.6832 0.9444
H -0.3146 3.4382 2.0634
H -0.4411 4.4222 0.5021
H 0.7796 2.0143 0.8627
H -0.0853 0.6102 0.8154
O 0.9076 10.8075 0.4120
C -0.1699 10.2474 0.4875
N -0.4739 9.1989 -0.3275
C -1.2383 10.6538 1.4655
H -1.3504 8.7058 -0.3012
H 0.2267 8.9084 -0.9917
H -1.5185 11.6909 1.2759
H -0.8465 10.5607 2.4795
H -2.1302 10.0294 1.3767
O 3.2835 -4.5328 1.4149
C 2.2784 -5.2253 1.5050
N 1.3610 -5.2609 0.5044
C 1.9780 -6.0782 2.7055
H 0.5216 -5.8144 0.5354
H 1.5405 -4.6973 -0.3120
H 1.9119 -5.4400 3.5881
H 2.7834 -6.8026 2.8377
H 1.0367 -6.6190 2.5944
O 8.1617 -6.2681 2.4084
C 7.2721 -5.7807 1.7320
N 6.0998 -5.3829 2.2942
C 7.3903 -5.5805 0.2455
H 5.3378 -4.9756 1.7744
H 5.9966 -5.5069 3.2892
H 7.5549 -6.5476 -0.2319
H 8.2371 -4.9233 0.0412
H 6.4892 -5.1310 -0.1769
O -2.7014 -4.7102 -0.4911
C -3.4905 -5.0442 -1.3633
N -4.1656 -6.2198 -1.2844
C -3.7757 -4.1993 -2.5739
H -4.8228 -6.5340 -1.9775
H -3.9908 -6.8038 -0.4811
H -2.8487 -4.0498 -3.1300
H -4.1678 -3.2335 -2.2485
H -4.5071 -4.6678 -3.2345

73
Properties=species:S:1:pos:R:3 method="wB97M-V/def2-TZVPD" lumo_ev=2.74 multiplicity=1 gap_ev=5.5 total_charge=-1
Lu -0.0507 -0.7400 0.5632
Cl 0.2705 -0.1245 -1.8480
P -0.7335 -3.2648 -0.2617
C 0.6310 -3.9379 -1.3176
C -0.9953 -4.3258 1.2113
C -2.1604 -3.1124 -1.4254
C 1.9642 -3.2191 -1.0794
H 0.2945 -3.6705 -2.3324
C 0.8055 -5.4542 -1.2406
H 1.1647 -5.7755 -0.2526
H 1.5657 -5.7340 -1.9828
H -0.1101 -6.0022 -1.4884
H 1.9273 -2.1839 -1.4313
H 2.7329 -3.7433 -1.6609
H 2.2859 -3.2113 -0.0306
H -1.6553 -2.6443 -2.2890
C -3.2312 -2.1462 -0.9195
C -2.7071 -4.4711 -1.8587
H -2.0271 -4.9699 -2.5646
H -3.6600 -4.2941 -2.3727
H -2.9083 -5.1457 -1.0097
H -2.8291 -1.1813 -0.5575
H -3.8424 -2.6039 -0.1260
H -3.8797 -1.9385 -1.7858
C 0.2007 -4.2106 2.1719
H -1.0608 -5.3341 0.7788
C -2.2615 -3.9709 1.9908
H 1.1910 -4.3020 1.7176
H 0.1025 -5.0195 2.9120
H 0.1987 -3.2557 2.7274
H -2.2088 -2.9362 2.3733
H -2.3294 -4.6528 2.8479
H -3.1787 -4.0934 1.3971
Cl -1.3615 -0.6580 2.6317
H -0.8936 1.0974 0.3654
P 0.2609 3.7971 -0.6431
C -0.7263 4.2110 -2.0841
C -0.3149 4.3516 1.0060
C 2.0373 3.8143 -1.0218
C -1.8309 3.1529 -2.2315
H -0.0166 4.1122 -2.9196
C -1.2219 5.6577 -2.0511
H -1.8078 5.8716 -1.1487
H -1.8506 5.8394 -2.9336
H -0.3790 6.3622 -2.0837
H -1.3959 2.1357 -2.2431
H -2.3894 3.3129 -3.1690
H -2.5378 3.1836 -1.3967
H 2.0450 3.4961 -2.0803
C 2.7925 2.7374 -0.1842
C 2.5855 5.2453 -0.9549
H 2.3092 5.8202 -1.8550
H 3.6829 5.2026 -0.9205
H 2.2166 5.7940 -0.0781
H 2.1801 2.2715 0.6055
H 3.6925 3.1703 0.2852
H 3.0982 1.8984 -0.8249
C -1.7421 3.9322 1.3678
H -0.2710 5.4471 0.8219
C 0.6522 3.9599 2.1421
H -2.4840 4.3399 0.6790
H -1.9876 4.2963 2.3674
H -1.8280 2.8422 1.3732
H 0.6973 2.8688 2.3013
H 0.2850 4.4062 3.0804
H 1.6714 4.3329 1.9713
C 3.3148 -0.5685 3.1655
C 2.7080 -1.4895 2.1359
O 3.0281 -2.6756 2.0309
O 1.8351 -0.8620 1.3427
H 3.8781 0.2591 2.6891
H 4.0107 -1.1553 3.7576
H 2.5514 -0.1412 3.8477

82
Properties=species:S:1:pos:R:3 method="wB97M-V/def2-TZVPD" lumo_ev=-2.77 multiplicity=1 gap_ev=8.5 total_charge=+1
C 2.6314 -2.7575 0.5131
C 2.9579 -1.3257 0.9318
P 3.1596 -0.1697 -0.4578
C 3.3115 1.4783 0.3298
S 1.2260 0.0190 -1.3928
C -0.1836 -0.5457 -0.4155
O -0.6298 0.6466 0.2185
C -1.4618 0.4131 1.2791
F -2.5251 -0.3068 0.8805
F -1.8531 1.5799 1.7693
F -0.8444 -0.2957 2.2487
H 3.2871 -3.1193 -0.2784
H 2.7885 -3.4147 1.3690
H 1.5916 -2.8849 0.2018
H 2.2576 -0.9356 1.6766
H 3.9488 -1.3077 1.4045
H 3.0017 1.4150 1.3744
H 4.3579 1.7672 0.2429
H 2.6652 2.2100 -0.1604
H 1.2702 -0.9315 -2.3379
H -0.9338 -0.9518 -1.0965
H 0.0902 -1.3241 0.2930
C 4.9240 -6.6108 3.1601
C 4.0302 -6.3324 1.9756
O 4.1939 -5.3526 1.2606
N 3.0342 -7.2171 1.7221
C 2.6989 -8.4263 2.4526
H 5.6641 -5.8197 3.2209
H 4.3491 -6.6322 4.0865
H 5.4367 -7.5657 3.0441
H 2.4819 -6.9826 0.9130
H 2.7777 -9.2989 1.8033
H 1.6788 -8.3721 2.8353
H 3.3730 -8.5604 3.2909
C -0.0386 3.0087 -6.5280
C 0.4005 1.9472 -5.5520
O 0.7561 0.8331 -5.9010
N 0.3901 2.2667 -4.2288
C 0.0076 3.5036 -3.5760
H 0.0269 2.5966 -7.5297
H -1.0675 3.3133 -6.3341
H 0.6043 3.8866 -6.4611
H 0.7068 1.5007 -3.6609
H 0.8452 3.9109 -3.0072
H -0.8214 3.3184 -2.8890
H -0.3131 4.2443 -4.3008
C -4.6346 6.2472 -0.9161
C -3.7231 5.3652 -1.7367
O -2.8639 5.8286 -2.4674
N -3.8999 4.0185 -1.6353
C -4.8676 3.2980 -0.8298
H -4.3690 7.2812 -1.1105
H -5.6780 6.0926 -1.1913
H -4.5197 6.0444 0.1497
H -3.2720 3.4855 -2.2158
H -4.3645 2.6334 -0.1252
H -5.5225 2.6971 -1.4625
H -5.4801 3.9926 -0.2658
C -3.4361 -3.2088 1.5987
C -2.2461 -3.7621 0.8485
O -1.5010 -3.0290 0.1958
N -2.0069 -5.0854 0.9245
C -2.7666 -6.0947 1.6428
H -3.4667 -2.1445 1.3946
H -4.3681 -3.6666 1.2684
H -3.3186 -3.3779 2.6694
H -1.1987 -5.3842 0.4012
H -2.1358 -6.5901 2.3812
H -3.1455 -6.8469 0.9512
H -3.6076 -5.6417 2.1553
C -0.1771 4.9009 0.4701
C 1.3251 4.8640 0.6157
O 2.0811 4.6208 -0.3205
N 1.8327 5.1308 1.8439
C 1.1133 5.4529 3.0631
H -0.4376 4.6913 -0.5574
H -0.6494 4.1591 1.1183
H -0.5681 5.8861 0.7222
H 2.8401 5.1103 1.8790
H 1.4001 6.4405 3.4254
H 1.3353 4.7231 3.8431
H 0.0443 5.4506 2.8820